(1)
{
  "formula": "C25H22AgClN2O2S2",
  "method": "ωB97M-V/def2-TZVPD",
  "symbols": ["Ag", "S", "C", "N", "C", "C", "N", "C", "C", "C", "C", "C", "C", "C", "C", "S", "C", "C", "C", "C", "C", "C", "C", "H", "H", "H", "H", "H", "H", "H", "H", "H", "H", "H", "H", "H", "H", "H", "H", "H", "H", "Cl", "C", "C", "C", "C", "O", "C", "C", "O", "C", "H", "H", "H", "H"],
  "coordinates": [[0.118, 0.064, 0.032], [2.555, 0.308, 0.567], [2.883, 1.849, -0.005], [4.124, 2.209, -0.378], [4.393, 3.614, -0.582], [3.621, 4.400, 0.478], [2.215, 4.125, 0.301], [1.295, 5.243, 0.270], [1.488, 6.072, -0.973], [1.967, 7.373, -0.901], [2.155, 8.114, -2.056], [1.876, 7.556, -3.291], [1.412, 6.253, -3.370], [1.216, 5.516, -2.218], [1.849, 2.877, -0.046], [0.303, 2.536, -0.592], [5.241, 1.287, -0.360], [6.099, 1.498, 0.860], [7.399, 1.969, 0.746], [8.170, 2.177, 1.877], [7.641, 1.925, 3.132], [6.338, 1.470, 3.252], [5.571, 1.256, 2.123], [4.059, 3.925, -1.582], [5.466, 3.790, -0.492], [3.788, 5.473, 0.368], [3.949, 4.084, 1.478], [1.473, 5.845, 1.165], [0.281, 4.835, 0.300], [2.179, 7.817, 0.063], [2.521, 9.128, -1.989], [2.019, 8.134, -4.192], [1.194, 5.810, -4.330], [0.837, 4.507, -2.275], [5.828, 1.450, -1.268], [4.833, 0.273, -0.370], [7.818, 2.161, -0.233], [9.183, 2.535, 1.778], [8.242, 2.081, 4.014], [5.918, 1.274, 4.227], [4.561, 0.885, 2.214], [-5.969, -4.406, -0.005], [-4.768, -3.156, 0.007], [-5.185, -1.816, 0.002], [-4.261, -0.818, 0.037], [-2.854, -1.078, 0.062], [-2.059, -0.096, 0.134], [-2.457, -2.460, 0.010], [-1.102, -2.876, -0.062], [-0.081, -2.196, -0.195], [-3.441, -3.471, 0.012], [-6.241, -1.593, -0.027], [-4.555, 0.221, 0.039], [-0.960, -3.972, -0.007], [-3.130, -4.504, -0.002]],
  "e_tot_ha": -2629.39508,
  "gap_ev": 5.58,
  "homo_ev": -6.823,
  "fmax_ev_per_a": 2.35
}

---

(2)
{
  "formula": "C25H22BEuN9S2",
  "method": "ωB97M-V/def2-TZVPD",
  "symbols": ["Eu", "C", "C", "N", "N", "C", "B", "N", "C", "C", "C", "N", "N", "C", "C", "C", "N", "H", "H", "H", "H", "H", "H", "H", "H", "H", "H", "N", "C", "C", "C", "C", "C", "C", "C", "C", "N", "C", "H", "H", "H", "H", "H", "H", "H", "H", "S", "C", "N", "C", "C", "C", "C", "C", "C", "S", "H", "H", "H", "H"],
  "coordinates": [[-0.442, -0.685, -0.365], [3.648, -1.459, -2.356], [2.818, -1.015, -1.299], [1.563, -1.071, -1.638], [1.507, -1.716, -2.858], [2.791, -1.916, -3.344], [0.047, -1.806, -3.621], [-0.632, -0.287, -3.670], [-0.773, 0.504, -4.774], [-1.410, 1.690, -4.440], [-1.690, 1.569, -3.089], [-1.227, 0.425, -2.606], [-0.962, -2.824, -2.951], [-1.432, -4.005, -3.399], [-2.121, -4.680, -2.427], [-1.911, -3.877, -1.256], [-1.222, -2.787, -1.551], [4.737, -1.409, -2.499], [3.167, -0.708, -0.339], [3.002, -2.608, -4.183], [0.170, -2.090, -4.780], [-0.331, 0.174, -5.746], [-1.489, 2.586, -5.030], [-2.184, 2.298, -2.374], [-1.042, -4.405, -4.345], [-2.840, -5.552, -2.515], [-2.207, -4.077, -0.268], [0.076, 2.159, -0.083], [-0.607, 2.709, 1.028], [-0.010, 3.576, 1.941], [-0.814, 4.166, 2.979], [-1.996, 3.614, 3.346], [-2.622, 2.602, 2.552], [-3.921, 2.038, 2.835], [-4.443, 1.173, 1.928], [-3.608, 0.621, 0.922], [-2.378, 0.989, 0.655], [-1.872, 2.052, 1.383], [-0.480, 2.234, -0.915], [1.095, 2.371, -0.176], [1.014, 3.929, 1.852], [-0.428, 4.945, 3.546], [-2.600, 3.821, 4.233], [-4.472, 2.309, 3.779], [-5.486, 0.764, 2.061], [-4.068, -0.185, 0.332], [-1.269, -2.094, 2.064], [0.371, -1.635, 2.405], [1.140, -0.786, 1.699], [2.314, -0.512, 2.340], [3.217, 0.455, 1.982], [4.226, 0.830, 2.881], [4.332, 0.167, 4.103], [3.468, -0.857, 4.481], [2.430, -1.172, 3.646], [1.126, -2.303, 3.889], [3.075, 1.070, 1.103], [4.960, 1.558, 2.706], [5.144, 0.457, 4.737], [3.552, -1.333, 5.486]],
  "e_tot_ha": -2990.17333,
  "gap_ev": [5.67, 7.49],
  "homo_ev": [-10.392, -10.402],
  "charge": 1,
  "multiplicity": 7,
  "fmax_ev_per_a": 2.72
}

---

(3)
{
  "formula": "C25H22BrCdN4O5S",
  "method": "ωB97M-V/def2-TZVPD",
  "symbols": ["Cd", "C", "O", "C", "C", "C", "C", "C", "C", "N", "N", "C", "O", "C", "C", "C", "C", "C", "C", "C", "O", "H", "H", "H", "H", "H", "H", "H", "H", "H", "H", "H", "H", "Br", "C", "C", "C", "C", "C", "C", "C", "O", "O", "H", "H", "H", "H", "S", "C", "N", "C", "C", "N", "H", "H", "H", "H", "H", "H"],
  "coordinates": [[0.463, 0.201, 0.015], [1.722, 0.129, 4.396], [0.375, 0.049, 4.812], [-0.398, -0.902, 4.158], [-1.027, -1.843, 4.937], [-1.841, -2.821, 4.367], [-1.972, -2.863, 3.004], [-1.352, -1.923, 2.165], [-1.464, -2.129, 0.755], [-0.942, -1.382, -0.157], [-1.000, -1.851, -1.441], [-0.411, -1.056, -2.309], [-0.003, 0.129, -2.101], [-0.244, -1.642, -3.661], [0.755, -1.147, -4.492], [0.959, -1.702, -5.741], [0.159, -2.747, -6.175], [-0.839, -3.243, -5.350], [-1.037, -2.698, -4.096], [-0.568, -0.861, 2.730], [-0.051, 0.096, 2.060], [2.145, 0.993, 4.909], [1.802, 0.268, 3.316], [2.272, -0.774, 4.697], [-0.872, -1.818, 6.006], [-2.332, -3.547, 4.999], [-2.557, -3.652, 2.550], [-1.986, -3.041, 0.435], [1.378, -0.339, -4.136], [1.752, -1.331, -6.376], [0.318, -3.187, -7.150], [-1.458, -4.066, -5.681], [-1.791, -3.087, -3.431], [4.276, -2.110, -2.148], [5.182, -0.993, -0.902], [6.566, -1.068, -0.826], [7.242, -0.293, 0.099], [6.537, 0.577, 0.917], [5.163, 0.679, 0.800], [4.466, -0.118, -0.099], [2.954, -0.046, -0.102], [2.440, 1.087, -0.010], [2.326, -1.118, -0.142], [7.100, -1.732, -1.489], [8.318, -0.375, 0.178], [7.058, 1.182, 1.644], [4.594, 1.360, 1.416], [-1.393, 2.428, 0.151], [-2.510, 1.264, -0.201], [-2.831, 0.853, -1.446], [-3.789, -0.236, -1.419], [-4.148, -0.351, 0.078], [-3.365, 0.705, 0.691], [-2.116, 0.910, -2.158], [-3.350, -1.160, -1.808], [-4.661, 0.030, -2.027], [-3.878, -1.327, 0.490], [-5.215, -0.177, 0.253], [-3.064, 0.624, 1.649]],
  "e_tot_ha": -4701.17889,
  "gap_ev": 7.16,
  "homo_ev": -4.418,
  "charge": -1,
  "fmax_ev_per_a": 1.80
}

---

(4)
{
  "formula": "C25H22BrN3O7",
  "method": "ωB97M-V/def2-TZVPD",
  "symbols": ["C", "H", "O", "C", "C", "C", "C", "C", "C", "O", "C", "O", "C", "C", "C", "C", "C", "C", "H", "H", "H", "H", "Br", "H", "H", "C", "N", "N", "C", "O", "C", "O", "C", "C", "C", "C", "C", "C", "C", "H", "H", "H", "H", "N", "O", "O", "H", "C", "H", "H", "H", "H", "H", "H", "H", "H", "H", "H"],
  "coordinates": [[0.500, -0.804, 3.223], [0.552, -1.352, 4.212], [-0.633, 0.004, 3.565], [-1.137, 0.838, 2.425], [-0.771, 0.964, 1.028], [-1.123, 1.772, 0.090], [-2.126, 2.638, 0.431], [-2.871, 2.351, 1.676], [-2.252, 1.544, 2.614], [-2.757, 1.623, 4.010], [-2.988, 0.205, 4.469], [-3.222, -0.738, 3.695], [-3.543, 0.601, 5.870], [-3.100, -0.676, 6.829], [-3.552, -0.560, 8.063], [-3.862, 0.712, 8.629], [-4.245, 1.895, 7.839], [-3.846, 1.722, 6.462], [-4.156, 2.360, 5.900], [-4.511, 2.633, 8.251], [-4.280, 0.664, 9.615], [-3.037, -1.406, 8.748], [-2.278, -2.291, 6.175], [-3.459, 3.024, 2.040], [-2.861, 2.845, -0.356], [-0.673, 1.694, -1.142], [0.317, 1.181, -1.551], [0.936, 0.843, -2.714], [0.704, 1.753, -3.917], [-0.300, 2.525, -3.953], [1.487, 1.236, -5.066], [2.432, 0.437, -4.793], [3.251, -0.094, -5.732], [4.224, 0.776, -6.417], [4.965, 0.156, -7.458], [4.711, -1.350, -7.771], [3.467, -1.977, -7.306], [3.136, -1.278, -6.089], [1.856, -2.159, -5.521], [1.035, -1.705, -5.672], [2.098, -2.064, -4.329], [2.023, -3.105, -5.942], [3.453, -2.850, -7.704], [5.363, -1.615, -9.020], [6.251, -1.175, -9.578], [4.951, -2.815, -9.195], [5.736, 0.744, -7.828], [4.566, 2.182, -5.760], [4.296, 2.020, -4.824], [4.258, 2.752, -6.531], [5.677, 2.125, -5.956], [0.828, 0.872, -5.861], [1.753, 2.216, -5.315], [1.756, 0.506, -2.746], [-1.127, 2.480, -1.775], [0.461, 0.257, 0.959], [0.070, -1.522, 2.319], [1.457, -0.324, 2.775]],
  "e_tot_ha": -4229.96080,
  "gap_ev": 7.57,
  "homo_ev": -8.707,
  "fmax_ev_per_a": 17.53
}